No. 1
A molecular structure, C51H63AuClN2O2S3Sb2Si3 in a non-equilibrium geometry. Source: OMol25; level of theory: the ωB97M-V functional and the def2-TZVPD basis.

Last column: Löwdin charge in e.
Cartesian coordinates (Å):
Au (0.27998, -0.55599, -0.02282)  0.601
O (3.01971, 0.96731, 4.80050)  -0.286
S (1.61233, 1.22896, 4.68615)  0.640
O (1.14447, 2.56328, 4.90478)  -0.272
N (1.10193, 0.68743, 3.18757)  -0.084
C (0.31773, -0.32363, 3.32659)  -0.765
S (-0.38882, -1.26096, 2.07116)  0.674
C (-0.00380, -0.73252, 4.72904)  -0.244
C (-0.83724, -1.73903, 5.18818)  -0.023
C (-0.95754, -1.90929, 6.56167)  -0.045
C (-0.26252, -1.09522, 7.45138)  -0.044
C (0.57293, -0.08364, 6.99088)  -0.012
C (0.67823, 0.06673, 5.62551)  -0.220
H (-1.37952, -2.37174, 4.49848)  0.103
H (-1.60366, -2.68602, 6.94721)  0.114
H (-0.37516, -1.24938, 8.51562)  0.115
H (1.11480, 0.55645, 7.67286)  0.129
Cl (-4.99358, 1.46237, -4.34272)  0.715
C (-4.07513, 0.49446, -3.24549)  -0.655
C (-4.09840, 0.79950, -1.88828)  -0.091
C (-3.34138, 0.04237, -1.02126)  -0.030
C (-2.54808, -1.01895, -1.48122)  -0.336
C (-1.75303, -1.77802, -0.54926)  -0.078
C (-2.55651, -1.30923, -2.84897)  -0.062
C (-3.32031, -0.56340, -3.72940)  -0.107
H (-4.69915, 1.62251, -1.52244)  0.107
H (-3.34739, 0.27652, 0.03499)  0.092
H (-1.23078, -2.66135, -0.89382)  0.068
H (-2.04586, -1.75737, 0.48820)  -0.029
H (-1.95674, -2.13130, -3.22233)  0.127
H (-3.32725, -0.78859, -4.78663)  0.113
C (2.94245, -2.28926, 3.58188)  -0.197
Si (3.69406, -2.11757, 1.88939)  0.331
C (3.15206, -3.53433, 0.79128)  -0.214
C (5.55383, -2.06067, 2.05047)  -0.203
Sb (2.93320, 0.01605, 0.63511)  0.933
Si (3.82512, -0.56709, -1.69761)  0.409
C (5.53686, -1.33053, -1.60493)  -0.206
C (3.83904, 0.91870, -2.83541)  -0.178
C (2.96544, -2.93421, -3.22645)  -0.178
Si (4.23303, 2.13986, 1.41876)  0.354
C (5.12679, 2.75154, -0.10524)  -0.218
C (5.50246, 1.59236, 2.66358)  -0.211
C (3.02257, 3.39867, 2.04132)  -0.201
H (3.39597, -3.16309, 4.05875)  0.051
H (1.86904, -2.45652, 3.53809)  0.007
H (3.14869, -1.41967, 4.20627)  0.021
H (3.42318, -4.47934, 1.26944)  0.045
H (3.63282, -3.51175, -0.18801)  0.006
H (2.06898, -3.53606, 0.64790)  0.024
H (5.89976, -2.99406, 2.50376)  0.045
H (5.86415, -1.24484, 2.70272)  0.017
H (6.05919, -1.95017, 1.09184)  0.011
H (6.16690, -0.74504, -0.93363)  0.026
H (6.02200, -1.33282, -2.58255)  0.033
H (5.51895, -2.35619, -1.23475)  0.029
H (4.65144, 1.60040, -2.59168)  0.021
H (2.90163, 1.47766, -2.78188)  0.026
H (3.96917, 0.59450, -3.87190)  0.043
H (3.57402, -3.60299, -2.61399)  0.106
H (4.16276, -3.48454, -4.90240)  0.122
H (2.09777, -3.51689, -3.55041)  0.131
H (5.66728, 1.95252, -0.61242)  0.015
H (5.86727, 3.48767, 0.22121)  0.046
H (4.46298, 3.23978, -0.81927)  0.016
H (6.27083, 0.97707, 2.19374)  0.028
H (5.06318, 1.06162, 3.50692)  0.011
H (5.99183, 2.49067, 3.05223)  0.049
H (2.10526, 3.40509, 1.45221)  0.002
H (3.46945, 4.39491, 1.97227)  0.057
H (2.74720, 3.23477, 3.08182)  0.013
S (-0.01749, 0.51135, -4.43894)  1.163
C (-0.30041, 0.49031, -2.78204)  -0.459
N (0.50733, -0.29475, -2.11134)  -0.105
C (1.41901, -0.94448, -2.93282)  -0.356
C (2.48063, -1.79115, -2.32559)  -0.346
C (3.78920, -2.56011, -4.45529)  -0.180
C (3.09413, -1.78947, -5.53289)  -0.076
C (2.02451, -1.00092, -5.44289)  -0.113
C (1.26215, -0.63236, -4.25422)  -0.436
H (-1.09678, 1.05528, -2.32707)  0.055
H (2.04327, -2.25139, -1.43326)  0.062
H (4.68837, -2.00945, -4.15990)  0.096
H (3.52774, -1.89356, -6.52143)  0.112
H (1.67304, -0.53987, -6.35924)  0.101
C (-3.31523, 1.45228, 2.36784)  -0.085
C (-3.97526, 2.44900, 1.44361)  -0.324
C (-5.35190, 2.63448, 1.58573)  -0.049
C (-6.04154, 3.56169, 0.82634)  -0.072
C (-5.35213, 4.35332, -0.08182)  -0.077
C (-3.98741, 4.17931, -0.23576)  -0.135
C (-3.28906, 3.21231, 0.49126)  -0.325
Sb (-1.17419, 2.94014, 0.22925)  1.551
C (-0.57259, 4.67337, 1.33933)  -0.330
C (-0.12730, 4.32640, 2.61647)  -0.177
C (0.28787, 5.28455, 3.52620)  -0.082
C (0.27388, 6.61781, 3.14935)  -0.067
C (-0.17164, 6.97146, 1.88738)  -0.050
C (-0.61309, 6.02199, 0.96633)  -0.291
C (-1.11738, 6.52669, -0.36036)  -0.048
C (-0.93915, 3.52659, -1.82949)  -0.377
C (-1.98696, 3.46200, -2.74623)  -0.149
C (-1.78025, 3.71192, -4.09746)  -0.084
C (-0.50896, 4.03246, -4.54671)  -0.091
C (0.54582, 4.07593, -3.64659)  -0.056
C (0.35450, 3.81360, -2.29382)  -0.320
C (1.53602, 3.83388, -1.35965)  -0.077
H (-3.48274, 1.74037, 3.40681)  0.093
H (-2.23914, 1.37011, 2.21814)  0.001
H (-3.74108, 0.45330, 2.24249)  0.080
H (-5.88598, 2.04202, 2.31987)  0.117
H (-7.10857, 3.68284, 0.95758)  0.108
H (-5.87210, 5.10506, -0.66082)  0.108
H (-3.46170, 4.81441, -0.93696)  0.083
H (-0.08668, 3.28474, 2.91358)  0.055
H (0.62758, 4.97909, 4.50580)  0.096
H (0.60292, 7.38493, 3.83817)  0.107
H (-0.19389, 8.01763, 1.60330)  0.116
H (-0.33913, 7.08903, -0.88046)  0.091
H (-1.95985, 7.20375, -0.20925)  0.091
H (-1.43888, 5.72626, -1.01860)  0.031
H (-2.98500, 3.21022, -2.41404)  0.071
H (-2.61378, 3.66390, -4.78614)  0.099
H (-0.33580, 4.24322, -5.59392)  0.109
H (1.54197, 4.31476, -4.00126)  0.114
H (2.44325, 4.12571, -1.88848)  0.080
H (1.70525, 2.84269, -0.91816)  0.045
H (1.38442, 4.53379, -0.53506)  0.069

As for the electronic energy: -5380.51087 a.u. For the HOMO-LUMO gap (alpha / beta), the calculation gives 0.220 / 0.220 Ha. For the strongest force on any atom, the calculation gives 1.970 eV/Å. Its energy above the lowest of the compared OMol25 structures with the same formula, charge and spin is 6.5 kcal per mole. Its spin multiplicity is 1. The calculation puts the lowest unoccupied orbital energy (alpha / beta) at -0.1409 / -0.1410 Eh. As for the net charge: +1.

***

No. 2
A molecular structure, C6H4O in a non-equilibrium geometry. Source: OMol25; level of theory: the ωB97M-V functional and the def2-TZVPD basis.

Last column: Löwdin charge in e.
Cartesian coordinates (Å):
C (1.39273, -0.20433, 0.13503)  -0.060
C (0.61833, -1.36728, 0.14194)  -0.061
C (0.69644, 1.00617, 0.12515)  -0.066
C (-0.70981, -1.09193, 0.13044)  0.084
C (-0.64979, 0.82400, 0.11401)  0.080
C (-1.58172, -0.10782, 0.12161)  0.045
O (-4.09490, -0.05665, 0.04103)  -0.269
H (2.47228, -0.23713, 0.13666)  0.113
H (1.03309, -2.35795, 0.15811)  0.111
H (1.17289, 1.96932, 0.12342)  0.110
H (-4.15450, 0.76654, -0.44380)  -0.087

As for the electronic energy: -305.96792 a.u. For the HOMO-LUMO gap (alpha / beta), the calculation gives 0.262 / 0.262 Ha. For the strongest force on any atom, the calculation gives 2.592 eV/Å. Its energy above the lowest of the compared OMol25 structures with the same formula, charge and spin is 152.9 kcal per mole. Its spin multiplicity is 1. The calculation puts the lowest unoccupied orbital energy (alpha / beta) at -0.0501 / -0.0501 Eh. As for the net charge: 0.

***

No. 3
A molecular structure, C6H10OS in a non-equilibrium geometry. Source: OMol25; level of theory: the ωB97M-V functional and the def2-TZVPD basis.

Last column: Löwdin charge in e.
Cartesian coordinates (Å):
C (-0.18789, 1.98788, -0.37564)  -0.045
C (0.25294, 0.54200, -0.64022)  -0.264
C (1.31213, -0.10559, 0.24634)  -0.256
C (0.26270, -0.39929, 1.30404)  -0.071
C (-0.55962, -0.63108, 0.02139)  -0.741
C (0.18355, -1.80449, -0.61275)  -0.215
H (0.60234, 2.66413, -0.71854)  0.085
H (-0.34308, 2.10718, 0.68942)  0.062
H (-1.13933, 2.18158, -0.88037)  0.078
H (0.42809, 0.39767, -1.71217)  0.148
H (2.28003, 0.33627, 0.49531)  0.158
H (0.33855, -1.26688, 1.99646)  0.136
H (-0.06156, 0.52940, 1.83131)  0.119
H (-2.64821, 0.36040, 0.58156)  -0.148
H (0.07508, -1.99781, -1.68351)  0.131
H (0.04105, -2.74761, -0.06481)  0.129
O (1.51843, -1.40467, -0.38493)  -0.098
S (-2.35519, -0.74907, -0.09287)  0.793

As for the electronic energy: -707.98870 a.u. For the HOMO-LUMO gap, the calculation gives 0.364 Ha. For the strongest force on any atom, the calculation gives 1.758 eV/Å. Its energy above the lowest of the compared OMol25 structures with the same formula, charge and spin is 38.6 kcal per mole. Its spin multiplicity is 1. The calculation puts the lowest unoccupied orbital energy at 0.0284 Eh. As for the net charge: 0.

***

No. 4
A molecular structure, C17H25N6PtS2Se. Source: OMol25; level of theory: the ωB97M-V functional and the def2-TZVPD basis.

Last column: Löwdin charge in e.
Cartesian coordinates (Å):
Pt (0.90936, 0.80975, 0.32859)  0.555
S (3.17685, 1.19831, 0.52134)  0.524
C (2.86190, 0.47797, 2.04537)  -1.112
N (1.66464, -0.05634, 2.18364)  -0.141
C (1.43619, -0.46131, 3.48862)  -0.307
C (0.26392, -1.03357, 3.97627)  -0.023
C (0.21692, -1.41479, 5.30277)  -0.073
C (1.31970, -1.23710, 6.14127)  -0.076
C (2.48855, -0.67010, 5.66752)  -0.076
C (2.53479, -0.27892, 4.33591)  -0.455
S (3.84735, 0.47017, 3.46321)  1.082
H (-0.58599, -1.16491, 3.31832)  0.103
H (-0.68524, -1.86003, 5.70012)  0.108
H (1.25864, -1.54377, 7.17635)  0.110
H (3.34031, -0.52743, 6.31851)  0.115
C (-0.44917, 0.46759, -3.26747)  -0.012
N (0.69462, 1.32805, -3.51474)  -0.109
C (1.52354, 1.27532, -4.61315)  -0.016
C (2.48970, 2.20022, -4.42340)  -0.016
N (2.24287, 2.79937, -3.20915)  -0.109
C (3.06420, 3.83497, -2.59064)  -0.008
C (1.14718, 2.25621, -2.65545)  -0.641
Se (0.40438, 2.74655, -0.99999)  0.687
H (-0.52948, -0.24284, -4.08565)  0.101
H (-1.35692, 1.06540, -3.20673)  0.097
H (-0.30474, -0.05693, -2.32342)  0.058
H (1.35057, 0.59636, -5.42838)  0.132
H (3.32223, 2.48326, -5.04168)  0.134
H (3.92046, 4.01692, -3.23338)  0.100
H (3.39872, 3.50146, -1.61084)  0.072
H (2.48951, 4.75112, -2.47947)  0.099
C (-1.73094, -2.74114, -1.45482)  -0.048
N (-1.24792, -1.89405, -0.36966)  -0.150
C (0.06155, -2.25139, 0.15192)  -0.058
C (-1.79890, -0.67843, -0.12858)  -0.451
N (-1.11013, 0.33782, 0.32290)  -0.057
N (-3.13861, -0.55549, -0.39612)  -0.161
C (-4.07518, -1.59356, 0.02316)  -0.040
C (-3.72603, 0.76938, -0.49991)  -0.051
H (-0.89792, -2.98031, -2.11932)  0.094
H (-2.49416, -2.22379, -2.02944)  0.089
H (-2.14531, -3.67782, -1.07783)  0.096
H (0.16974, -3.33225, 0.06990)  0.098
H (0.14703, -1.97788, 1.19884)  0.058
H (0.87826, -1.78349, -0.40814)  0.073
H (-1.70956, 1.09037, 0.62971)  0.046
H (-3.54024, -2.46758, 0.38074)  0.086
H (-4.72598, -1.88709, -0.80178)  0.097
H (-4.69794, -1.21921, 0.83964)  0.098
H (-3.05609, 1.44146, -1.03434)  0.080
H (-3.96121, 1.20203, 0.48001)  0.100
H (-4.65600, 0.69144, -1.06114)  0.098

As for the electronic energy: -4308.32399 a.u. For the HOMO-LUMO gap, the calculation gives 0.291 Ha. For the strongest force on any atom, the calculation gives 0.836 eV/Å. Its energy above the lowest of the compared OMol25 structures with the same formula, charge and spin is 8.3 kcal per mole. Its spin multiplicity is 1. The calculation puts the lowest unoccupied orbital energy at -0.0911 Eh. As for the net charge: +1.

***

> What is the strongest force on any atom in the first record?

1.970 eV/Å

***

> What is the electronic energy in the fourth record?

-4308.32399 a.u.

***

> The lowest strongest force on any atom belongs to which entry?

C17H25N6PtS2Se